# 1
# C33H25IrN8O4

A molecular structure, C33H25IrN8O4 (ωB97M-V/def2-TZVPD, OMol25).

Each line ends with the Mulliken charge.
Atoms and positions in Å:
Ir -0.444224 0.408383 0.092626  0.7045
O -2.117917 -0.947312 -3.291108  -0.6482
C -1.860028 -0.444154 -2.229715  0.1436
N -0.590688 -0.314156 -1.666602  0.8955
C 0.613977 -0.508985 -2.331950  1.5143
C 0.736800 -0.768452 -3.704646  -1.2068
C 1.993852 -0.847699 -4.253469  -0.6849
C 3.126705 -0.648657 -3.458774  -0.7793
C 3.019558 -0.398750 -2.108234  -0.8355
C 1.754214 -0.337617 -1.510901  0.0949
N 1.501629 -0.068697 -0.150502  -0.0273
C 2.424522 -0.555009 0.768609  0.1304
O 3.393720 -1.207275 0.439628  -0.6733
C 2.195716 -0.361125 2.252430  0.4592
C 3.213667 -0.801697 3.091899  -0.8882
C 3.031764 -0.722926 4.459998  -0.4859
C 1.834163 -0.221737 4.942896  -1.0339
C 0.885914 0.203192 4.028378  -0.0251
N 1.058403 0.152073 2.709401  0.4029
C -2.907688 0.213293 -1.379128  0.5357
C -4.212941 0.279535 -1.818532  -0.7167
C -5.146937 0.925508 -1.029455  -0.5100
C -4.735146 1.486801 0.168817  -1.0827
C -3.408806 1.379788 0.539319  0.1669
N -2.503616 0.756654 -0.219569  -0.0382
H -0.144246 -0.899386 -4.310213  0.5409
H 2.103164 -1.048238 -5.310425  0.4386
H 4.109744 -0.686773 -3.908526  0.4220
H 3.905271 -0.248085 -1.516355  0.5159
H 4.113715 -1.205415 2.654015  0.5470
H 3.805204 -1.059260 5.137273  0.4530
H 1.631174 -0.160831 6.002975  0.4384
H -0.062893 0.590045 4.385838  0.3991
H -4.462139 -0.188725 -2.759503  0.5147
H -6.180426 0.991081 -1.340535  0.4740
H -5.428217 2.004747 0.815894  0.4556
H -3.057323 1.812215 1.464075  0.3585
N -2.378556 -5.550094 -2.803275  -0.5834
C -3.382527 -4.767115 -2.090076  -0.4014
C -2.770035 -3.496966 -1.514734  0.4967
O -3.411024 -2.633900 -0.968553  -0.5702
O -1.450246 -3.414508 -1.650157  -0.2883
H -2.388071 -6.524780 -2.540463  0.2172
H -1.185776 -4.233163 -2.135256  0.3953
H -2.491047 -5.494480 -3.806084  0.2051
H -3.789005 -5.324703 -1.245715  0.3202
H -4.230238 -4.469934 -2.708300  0.3272
N 1.914918 6.282520 -0.048561  -0.4191
C 1.321605 5.485390 0.525309  -0.2665
C 0.582579 4.482117 1.239246  0.0702
C 0.036045 4.734099 2.492325  -0.1683
C -0.656420 3.717455 3.127428  -1.2660
C -0.781475 2.496414 2.495039  -0.2419
N -0.262308 2.255874 1.286805  -0.3504
C 0.413888 3.226109 0.671567  -0.0549
H 0.160627 5.703738 2.954489  0.5248
H -1.089391 3.864685 4.106268  0.4791
H -1.293870 1.666642 2.961342  0.6688
H 0.850952 2.998820 -0.294443  0.5737
N -1.757604 -5.439093 4.340974  -0.5103
C -1.578459 -4.543418 3.644404  -0.3513
C -1.353970 -3.421754 2.774011  0.4008
C -2.111358 -2.262882 2.923566  -1.1215
C -1.884512 -1.183218 2.088030  -0.3869
C -0.899102 -1.249743 1.111298  1.4589
C -0.165971 -2.414264 0.938560  0.2601
C -0.385828 -3.495016 1.775874  -1.1615
H -2.875667 -2.213084 3.687455  0.5245
H -2.489003 -0.294753 2.216919  0.1713
H 0.577329 -2.490004 0.157415  0.5267
H 0.195714 -4.399649 1.657076  0.5519

Forces on the atoms, in the same order (eV/Å):
Ir -0.35 0.84 0.21
O -0.01 0.05 -0.02
C -0.03 0.06 -0.05
N 0.19 -0.61 -0.12
C -0.24 0.10 0.09
C 0.10 -0.05 -0.13
C -0.13 -0.01 -0.01
C 0.06 0.02 0.11
C 0.04 -0.02 -0.09
C 0.03 0.03 0.11
N 0.14 -0.04 -0.05
C -0.12 -0.22 0.02
O 0.09 0.10 -0.01
C 0.02 0.10 -0.01
C 0.01 -0.01 -0.02
C 0.00 -0.01 0.01
C 0.00 0.00 0.01
C 0.03 -0.04 0.00
N -0.01 0.00 0.04
C -0.03 -0.04 0.01
C -0.02 -0.03 0.01
C -0.02 -0.01 -0.02
C 0.02 0.00 0.02
C -0.01 0.05 -0.02
N 0.12 -0.10 -0.02
H 0.00 0.00 0.02
H 0.00 0.00 0.00
H 0.00 0.00 0.00
H 0.00 0.00 0.00
H 0.00 -0.01 0.01
H 0.00 0.00 0.00
H 0.01 0.00 0.00
H 0.00 0.00 -0.02
H 0.00 0.00 0.00
H 0.00 0.00 0.00
H 0.00 0.00 0.00
H 0.02 0.01 0.02
N 0.00 0.00 -0.01
C 0.00 0.00 0.00
C 0.04 0.06 0.09
O -0.01 0.01 -0.01
O 0.09 -0.12 -0.07
H 0.00 0.00 0.01
H -0.06 0.03 0.00
H 0.00 -0.01 0.00
H 0.00 0.00 0.00
H 0.00 0.00 0.00
N -0.01 0.00 -0.01
C 0.02 0.00 0.02
C 0.00 0.00 0.00
C 0.01 0.01 0.00
C 0.00 0.00 -0.01
C -0.02 -0.01 -0.02
N 0.08 -0.10 0.07
C 0.01 -0.02 0.01
H 0.00 0.00 0.00
H 0.00 0.00 0.00
H -0.01 0.00 0.00
H 0.00 0.00 0.00
N 0.00 0.00 0.00
C 0.00 0.00 0.00
C 0.02 0.02 -0.02
C 0.01 -0.01 -0.01
C -0.07 -0.01 0.05
C -0.05 0.10 -0.17
C 0.05 -0.05 -0.05
C -0.01 -0.02 0.01
H 0.00 0.00 0.00
H 0.02 -0.04 0.02
H -0.01 -0.04 0.00
H 0.00 0.00 0.00

Properties
Multiplicity: 2
Total charge: +1
Gap between HOMO and LUMO (spin up / spin down): 7.028 / 5.705 eV
⟨S²⟩: 0.77
LUMO level (spin up / spin down): -3.584 / -5.099 eV
Energy relative to the best compared isomer or geometry (same formula, charge and spin): 12.90 kcal per mole
HOMO level (spin up / spin down): -10.6 / -10.8 eV
DFT total energy: -2115.70957 Ha

# 2
# C33H25N11S3SeW

A molecular structure, C33H25N11S3SeW (ωB97M-V/def2-TZVPD, OMol25).

Each line ends with the Mulliken charge.
Atoms and positions in Å:
W -0.308806 -0.160576 -0.061789  1.8399
C -1.061278 -1.447755 5.177321  -0.8126
S -0.301196 0.150561 4.846644  0.0328
C -0.110233 0.151712 3.124727  0.5155
S -0.528941 -1.224238 2.162182  -0.3798
N 0.413262 1.242098 2.642791  -1.6488
N 0.652534 1.176250 1.304515  0.9033
C 1.195676 2.224380 0.772338  -0.7910
C 1.621270 2.092076 -0.599693  0.8425
C 2.465650 2.998123 -1.220416  -0.8977
C 3.035441 2.649034 -2.434211  -0.5249
C 2.760630 1.401869 -2.973120  -1.1122
C 1.861255 0.571028 -2.330748  -0.2569
N 1.259363 0.920403 -1.184238  0.5674
H -1.199966 -1.468629 6.256982  0.3699
H -0.407062 -2.267419 4.891655  0.2956
H -2.029937 -1.537232 4.692197  0.2996
H 1.414068 3.096040 1.376633  0.4921
H 2.701509 3.933891 -0.733841  0.5328
H 3.715757 3.326505 -2.932006  0.4621
H 3.214537 1.071310 -3.895771  0.5372
H 1.614001 -0.400608 -2.733214  0.6879
S -2.205550 1.090427 0.592225  -0.6203
C -2.991325 1.313171 -0.929414  0.2302
N -4.171513 1.950921 -1.123416  -0.5315
N -4.780233 2.407436 -0.124158  0.6080
C -6.019429 3.087555 -0.208976  0.8385
C -6.562343 3.547488 0.984265  -0.4902
C -7.773421 4.218603 0.946647  -0.6199
C -8.415363 4.416835 -0.267305  -0.5133
C -7.853510 3.947285 -1.450142  -0.5742
C -6.644938 3.274682 -1.436337  -0.3143
N -2.446920 0.880626 -2.050480  -1.1807
N -1.326960 0.236190 -1.933014  0.8484
C -0.827743 -0.118180 -3.233711  0.1838
C -0.638119 0.890958 -4.169275  -0.1976
C -0.096856 0.582517 -5.408491  -0.7992
C 0.249489 -0.725814 -5.713150  -0.6510
C 0.028867 -1.734565 -4.784774  -0.7768
C -0.513874 -1.436387 -3.542465  -0.1863
H -4.382832 2.296575 0.814079  0.3012
H -6.051330 3.386603 1.926177  0.3548
H -8.212328 4.585277 1.863663  0.3884
H -9.361269 4.940034 -0.295108  0.4004
H -8.362008 4.107307 -2.390614  0.3869
H -6.197389 2.904022 -2.346577  0.4187
H -0.910439 1.908832 -3.920557  0.5231
H 0.054533 1.367374 -6.137705  0.4355
H 0.668395 -0.963438 -6.681499  0.4543
H 0.264162 -2.760339 -5.035538  0.4698
H -0.706292 -2.226227 -2.834517  0.4696
Se 0.985046 -7.870878 -0.805316  0.3402
N 2.063347 -6.469529 -0.610598  -0.8549
C 1.309004 -5.404389 -0.572031  0.8750
C 1.833784 -4.056773 -0.396798  0.6619
C 3.186961 -3.767806 -0.247137  -0.7907
C 3.560324 -2.452981 -0.051861  -1.1117
C 2.592147 -1.460922 -0.032368  -0.1813
N 1.291639 -1.711607 -0.222203  -0.0104
C 0.922609 -3.000056 -0.373892  -0.5917
C -0.498991 -3.227512 -0.498807  -0.5690
N -1.272198 -2.124749 -0.445977  0.5193
C -2.593984 -2.258976 -0.598006  -0.2847
C -3.190195 -3.491181 -0.812807  -1.0520
C -2.407755 -4.628941 -0.856373  -0.6628
C -1.030130 -4.502778 -0.691495  1.0341
C -0.102727 -5.624695 -0.720120  0.7305
N -0.480320 -6.864559 -0.878535  -0.8556
H 3.911395 -4.570835 -0.264959  0.5951
H 4.595268 -2.180445 0.096424  0.4814
H 2.865524 -0.433269 0.158794  0.4301
H -3.179820 -1.352227 -0.546217  0.3846
H -4.261643 -3.542096 -0.940658  0.5014
H -2.838541 -5.609062 -1.011769  0.6004

Forces on the atoms, in the same order (eV/Å):
W -0.61 0.25 0.18
C -0.02 -0.01 0.03
S -0.01 0.01 -0.08
C 0.07 0.02 0.15
S -0.05 -0.05 -0.10
N 0.00 -0.03 0.05
N 0.02 0.04 -0.11
C -0.01 -0.11 0.13
C 0.03 -0.01 -0.15
C -0.03 -0.06 0.02
C 0.02 -0.01 0.00
C -0.03 -0.03 -0.01
C 0.01 0.02 0.01
N 0.02 -0.04 0.01
H 0.00 0.01 0.00
H 0.01 0.01 -0.01
H 0.01 0.01 -0.01
H -0.03 0.01 0.01
H 0.00 0.00 0.02
H -0.01 0.01 -0.02
H 0.01 0.01 -0.01
H -0.01 0.04 -0.02
S 0.37 -0.16 -0.05
C -0.24 0.14 -0.04
N 0.03 0.00 0.11
N 0.05 -0.03 0.00
C -0.01 0.00 -0.05
C -0.06 0.02 -0.08
C 0.04 -0.02 0.01
C -0.03 0.01 0.00
C 0.04 -0.02 -0.03
C -0.08 0.06 0.09
N 0.19 -0.19 -0.03
N -0.15 0.01 0.14
C 0.04 -0.04 -0.10
C 0.02 -0.06 -0.05
C 0.00 0.05 0.03
C -0.01 -0.04 -0.04
C -0.01 0.00 0.01
C 0.05 0.13 -0.03
H 0.03 -0.02 -0.02
H 0.02 -0.01 0.00
H -0.01 0.00 0.00
H 0.00 0.00 0.00
H -0.01 0.00 0.00
H 0.02 -0.01 0.00
H 0.01 -0.01 0.01
H 0.00 0.00 0.00
H 0.01 0.00 0.00
H 0.00 -0.01 0.00
H 0.00 -0.05 0.04
Se -0.02 0.22 -0.16
N 0.00 -0.13 0.14
C -0.02 -0.05 -0.05
C 0.00 0.13 -0.02
C -0.02 0.03 0.03
C 0.01 0.00 0.00
C -0.04 -0.05 0.06
N 0.30 -0.06 -0.03
C 0.07 -0.01 0.00
C -0.09 -0.08 -0.04
N 0.04 0.21 -0.07
C 0.02 0.00 0.03
C 0.01 -0.01 0.00
C 0.01 0.03 0.04
C -0.05 0.14 -0.03
C 0.03 -0.04 -0.05
N 0.03 -0.13 0.14
H 0.00 -0.01 0.00
H 0.00 -0.01 0.01
H 0.02 0.00 -0.02
H 0.00 -0.03 0.00
H 0.00 -0.01 0.00
H 0.00 -0.01 -0.01

Properties
Total charge: +2
Gap between HOMO and LUMO (spin up / spin down): 5.672 / 5.671 eV
LUMO level (spin up / spin down): -6.960 / -7.054 eV
Energy relative to the best compared isomer or geometry (same formula, charge and spin): 0.00 kcal per mole
HOMO level (spin up / spin down): -12.6 / -12.7 eV
DFT total energy: -5537.50727 Ha

# 3
# C33H25N8O2Rb

A molecular structure, C33H25N8O2Rb at a distorted geometry (ωB97M-V/def2-TZVPD, OMol25).

Each line ends with the Mulliken charge.
Atoms and positions in Å:
Rb -2.342767 1.309362 -0.200110  0.8107
O -3.484254 -0.196865 -2.055326  -0.9260
C -2.760761 -1.176121 -2.304615  0.0916
N -2.928713 -2.401798 -1.779697  -0.4619
C -3.989070 -2.550691 -0.950675  -0.0191
C -5.222097 -2.830154 -1.547149  -0.0954
C -6.374333 -2.890327 -0.856917  -0.4981
C -6.359737 -2.736670 0.520265  -0.6154
C -5.164550 -2.548195 1.171764  -0.3153
C -3.938481 -2.512926 0.470072  0.7280
N -2.755487 -2.544363 1.159191  -0.4664
C -2.365944 -1.490532 1.872964  0.1814
O -3.079011 -0.456375 1.978557  -0.7744
C -1.035309 -1.639156 2.525433  0.1329
C -0.478697 -2.867171 2.790584  -0.1243
C 0.687275 -2.954614 3.526790  -0.5783
C 1.302340 -1.737142 3.894180  -0.2933
C 0.718726 -0.546119 3.526878  -0.4829
N -0.426933 -0.466530 2.815425  -0.3687
C -1.671263 -1.103332 -3.310863  0.3806
C -0.873450 -2.242008 -3.528039  -0.4233
C 0.102466 -2.148904 -4.532606  -0.4144
C 0.222909 -0.942707 -5.189993  -0.4108
C -0.516366 0.155956 -4.783102  -0.1390
N -1.427197 0.117853 -3.808079  -0.3287
H -5.188002 -2.986243 -2.623184  0.3113
H -7.312585 -3.049486 -1.352889  0.3515
H -7.267247 -2.859162 1.118673  0.2845
H -5.116606 -2.392653 2.243116  0.3303
H -1.010589 -3.747382 2.396697  0.4032
H 1.179403 -3.905367 3.727237  0.3931
H 2.201231 -1.708598 4.535142  0.3183
H 1.109890 0.413863 3.799143  0.4988
H -1.091004 -3.130126 -2.946766  0.4911
H 0.698515 -3.054240 -4.712868  0.3576
H 1.003001 -0.806434 -5.975803  0.2559
H -0.314049 1.141684 -5.241862  0.3475
C 4.116469 -2.404373 1.058350  -0.6021
C 2.862138 -2.289764 0.433870  -0.3559
C 2.596579 -1.249621 -0.435137  -0.4262
C 3.624145 -0.282192 -0.635520  0.2124
C 4.936947 -0.474547 -0.155695  -0.5920
C 5.161323 -1.536699 0.727287  -0.3129
N 3.323934 1.002011 -1.194607  -0.6300
N 2.113786 1.312063 -0.925543  0.2644
C 1.573695 2.523185 -1.410924  -0.6065
C 2.345185 3.627000 -1.871629  -0.3741
C 1.726968 4.779769 -2.337986  -0.6308
C 0.402365 5.006632 -2.045221  -0.4609
C -0.414731 3.916955 -1.613771  -0.2365
C 0.157150 2.726497 -1.285879  0.3390
H 4.227704 -3.195636 1.754205  0.4191
H 2.063720 -3.019549 0.670610  0.3461
H 1.624113 -1.041519 -0.881499  0.6937
H 5.683943 0.255673 -0.418812  0.4185
H 6.111996 -1.748507 1.155141  0.3811
H 3.391655 3.492006 -1.810799  0.4182
H 2.322132 5.522723 -2.874545  0.2968
H -0.122722 5.929314 -2.158176  0.3732
H -1.488707 4.105196 -1.555952  0.1388
N 0.737045 4.635751 3.230742  0.0826
C 1.433346 4.340881 4.403630  -0.2749
C 2.723484 3.986690 4.011267  -0.4530
C 2.753130 4.125083 2.606673  -0.3030
N 1.512135 4.492433 2.117552  -0.4521
H -0.265692 4.817332 3.117706  0.2234
H 0.956516 4.377156 5.384822  0.4012
H 3.545339 3.758153 4.707571  0.3137
H 3.533669 3.993549 1.860668  0.4564

Forces on the atoms, in the same order (eV/Å):
Rb 0.17 -0.18 0.26
O -0.17 1.08 -0.26
C -1.37 -2.55 1.16
N 2.13 1.09 -1.20
C -1.23 -0.38 1.22
C 1.26 0.22 -1.08
C -1.48 -0.24 0.87
C -0.55 -0.18 0.65
C 0.79 0.07 -0.27
C -1.09 0.06 -0.36
N 2.21 0.27 0.80
C -2.60 -1.23 -1.80
O 0.94 0.85 0.62
C 0.25 2.22 -0.10
C 0.02 -1.64 0.12
C 0.58 1.04 -0.36
C 0.43 -0.73 0.87
C -1.24 -0.14 -0.89
N 0.31 -1.02 0.81
C 0.90 0.31 0.83
C 0.19 0.78 -1.22
C -0.91 -1.00 1.31
C 1.45 0.37 -1.12
C 0.18 0.58 0.11
N 0.05 -0.81 -1.05
H -0.14 0.17 0.04
H -0.37 -0.19 -0.29
H 0.08 0.25 -0.27
H -0.04 -0.17 0.04
H 0.27 0.50 0.31
H -0.23 0.14 0.09
H -0.44 -0.14 -0.52
H 0.54 0.29 0.11
H 0.05 0.13 -0.11
H 0.00 0.66 -0.28
H -0.75 -0.11 0.61
H -0.17 -0.54 0.31
C -0.54 0.73 -1.16
C -0.27 -0.46 0.19
C 0.97 1.01 0.10
C -0.15 -0.11 0.56
C -1.28 -0.48 0.15
C -1.03 -0.32 -0.42
N -1.73 0.49 -0.01
N 1.28 -0.58 -0.48
C -1.06 2.90 -0.05
C -0.96 -1.89 0.03
C 1.00 0.66 0.43
C -1.84 -1.74 -0.10
C 1.72 2.03 -0.58
C 0.45 -3.18 0.82
H 0.42 -0.60 0.60
H 0.55 0.53 -0.13
H 0.22 -0.26 0.21
H 0.17 0.11 0.08
H 0.77 0.19 0.25
H 1.24 0.19 -0.58
H -0.03 0.09 0.52
H 0.14 0.90 -0.57
H -0.07 -0.01 0.21
N 1.28 -0.59 0.51
C -0.40 -0.02 -1.46
C -0.22 0.56 0.58
C -2.57 0.61 -0.94
N 1.51 -0.30 1.91
H 0.92 -0.19 0.07
H 0.20 -0.02 -0.50
H -0.57 0.03 -0.63
H -0.14 -0.11 0.44

Properties
Total charge: -2
Gap between HOMO and LUMO: 4.849 eV
LUMO level: 3.768 eV
Energy relative to the best compared isomer or geometry (same formula, charge and spin): 15.15 kcal per mole
HOMO level: -1.1 eV
DFT total energy: -1885.04353 Ha

no.,molar mass (g/mol)
1,789.832
2,934.641
3,651.085